An isolated molecule of C2H2F3NO at a distorted geometry. Source: the Open Molecules 2025 dataset; level of theory: ωB97M-V with the def2-TZVPD basis set.

Output
ΔE to the lowest compared entry with this formula, charge and spin   333.5 kJ/mol
SMILES   FC(F)(F)N1CO1
Gap between HOMO and LUMO   11.8 eV
E   -13793.6431 eV

```
! wB97M-V def2-TZVPD RIJCOSX def2/J DEFGRID3
* xyz 0 1
F 1.1666 0.0409 -1.3778
C 1.1602 0.1527 -0.0828
F 1.1540 1.4263 0.1759
F 2.3332 -0.4359 0.3480
N 0.0059 -0.5596 0.5143
C -1.3244 -0.1007 0.2256
O -0.9071 -1.2322 -0.4070
H -2.1894 -0.1237 0.9854
H -1.3992 0.8324 -0.3814
*
```

=====

A cluster of 2 separate species, C2H2F3O6PS in total at a distorted geometry. Source: the Open Molecules 2025 dataset; level of theory: ωB97M-V with the def2-TZVPD basis set.

Output
ΔE to the lowest compared entry with this formula, charge and spin   62.8 kJ/mol
Gap between HOMO and LUMO (spin up / spin down)   5.5 / 5.5 eV
E   -42668.6307 eV

```
! wB97M-V def2-TZVPD RIJCOSX def2/J DEFGRID3
* xyz -2 1
C 0.4181 -0.8172 -1.0479
C -0.8548 2.6516 -0.5013
O 2.5246 -1.5132 2.2487
O -0.0637 -1.9492 1.3657
O 1.9957 -3.7399 1.1225
O -1.9034 -1.6802 -0.2480
O -0.9541 0.2830 0.8818
O 0.6403 0.3790 -1.3321
F 0.1247 3.1249 -1.2201
F -1.0602 3.5987 0.4302
F -1.9866 2.7754 -1.3708
P 1.8550 -2.2291 1.1230
S -0.6908 -1.0796 0.3542
H 0.6043 -1.5683 -1.7782
H -0.6493 1.7640 -0.0276
*
```

=====

An isolated molecule of C2H2F3OP at a distorted geometry. Source: the Open Molecules 2025 dataset; level of theory: ωB97M-V with the def2-TZVPD basis set.

Output
ΔE to the lowest compared entry with this formula, charge and spin   0.0 kJ/mol
SMILES   O=PCC(F)(F)F
Gap between HOMO and LUMO   9.0 eV
E   -21594.6791 eV

```
! wB97M-V def2-TZVPD RIJCOSX def2/J DEFGRID3
* xyz 0 1
O -2.4254 0.5371 0.1882
P -1.2562 0.9073 0.9330
C 0.0952 0.7041 -0.3065
C 0.7198 -0.7081 0.0550
F 1.3356 -0.6724 1.1532
F -0.2993 -1.6340 0.2447
F 1.4601 -1.2370 -0.8983
H 0.7392 1.5653 -0.0350
H -0.3688 0.5376 -1.3343
*
```

=====

An isolated molecule of C2H2F5P at a distorted geometry. Source: the Open Molecules 2025 dataset; level of theory: ωB97M-V with the def2-TZVPD basis set.

Output
ΔE to the lowest compared entry with this formula, charge and spin   393.3 kJ/mol
SMILES   FC(F)=[PH2]C(F)(F)F
Gap between HOMO and LUMO (spin up / spin down)   7.2 / 7.2 eV
E   -24977.8133 eV

```
! wB97M-V def2-TZVPD RIJCOSX def2/J DEFGRID3
* xyz 0 1
F -0.2732 -2.0248 -0.0894
C -1.2111 -1.0850 -0.1340
F -1.8390 -1.0976 -1.3965
P -0.8128 0.5796 -0.0438
C 1.3112 0.2869 0.3894
F 1.9094 -0.3369 -0.6053
F 1.3861 -0.3570 1.4916
F 2.0274 1.4063 0.4955
H -1.2752 1.3614 1.0523
H -1.2227 1.2671 -1.1599
*
```

=====

A structure of composition C2H2FGaO at a distorted geometry. Source: the Open Molecules 2025 dataset; level of theory: ωB97M-V with the def2-TZVPD basis set.

Output
ΔE to the lowest compared entry with this formula, charge and spin   211.8 kJ/mol
Gap between HOMO and LUMO (spin up / spin down)   5.9 / 5.2 eV
E   -59219.9030 eV

```
! wB97M-V def2-TZVPD RIJCOSX def2/J DEFGRID3
* xyz 2 1
C -0.7981 0.0365 -0.0564
C 0.3374 -0.5943 -0.4278
O 1.2589 -0.3623 0.5196
H -1.8243 -0.2874 0.0704
F -0.5943 1.4008 0.2884
H 0.2558 -1.6115 -0.8288
Ga 1.3646 1.4182 0.4347
*
```

=====

A structure of composition C2H2FHgO at a distorted geometry. Source: the Open Molecules 2025 dataset; level of theory: ωB97M-V with the def2-TZVPD basis set.

Output
ΔE to the lowest compared entry with this formula, charge and spin   70.2 kJ/mol
Gap between HOMO and LUMO   10.2 eV
E   -11033.7080 eV

```
! wB97M-V def2-TZVPD RIJCOSX def2/J DEFGRID3
* xyz 1 1
F 3.4175 -0.9910 0.2750
O -0.0888 1.1007 0.3993
Hg 1.7084 -1.3570 0.0638
C -0.0481 -0.1568 0.0809
C -1.3434 0.4292 -0.1639
H -2.1410 0.3209 0.5712
H -1.5046 0.6539 -1.2264
*
```

=====

Q: What is the E in the sixth record?
A: -11033.7080 eV